Computed, not measured: 8 unconnected molecules or ions with the total composition C32H42N8 at a distorted geometry, with wB97M-V/def2-TZVPD.

Output
LUMO, eV: 0.70
Total charge: 0
Relative energy (zero: lowest compared OMol25 entry of this formula, charge and spin), eV: 0.000
Frontier orbital gap, Ha: 0.312
SMILES: c1cc[nH]c1.c1cc[nH]c1.c1cc[nH]c1.c1cc[nH]c1.c1cc[nH]c1.c1cc[nH]c1.c1cc[nH]c1.CCCC#N
E_tot, eV: -45782.72002

Last column: Mulliken charge in e.
Cartesian coordinates (Å):
H -25.51 6.69 -2.19  0.46
C -20.56 -2.38 -2.33  -0.56
N -17.99 3.66 -1.53  0.09
H -19.49 1.46 0.41  0.63
C -20.23 -2.83 -4.52  -0.74
C -18.17 2.37 -2.03  -1.05
H -20.87 -0.40 -2.62  0.06
C -24.76 2.70 1.66  0.36
N -20.62 -1.25 -3.10  0.68
H -20.66 -2.31 -1.26  0.53
H -28.00 0.86 -9.13  0.37
C -22.37 3.71 1.37  0.13
C -18.51 4.53 -2.39  -0.53
H -27.33 -3.18 -3.69  0.43
C -19.29 0.56 0.98  0.18
C -24.39 -3.32 -5.20  -0.44
N -21.25 3.58 1.06  -0.48
C -27.06 0.13 -7.27  -0.62
H -26.37 4.10 1.41  0.33
H -20.43 -4.45 -3.04  0.40
C -26.26 3.12 1.88  -1.51
C -23.42 0.22 -1.72  0.11
H -24.62 2.23 0.69  -0.32
H -26.70 2.71 -1.21  0.49
C -22.18 1.63 -2.96  -1.46
C -26.32 -3.05 -4.05  -0.68
C -19.12 -0.85 2.68  -0.38
H -21.09 2.40 -1.37  0.04
H -19.39 4.28 -4.38  0.45
H -17.61 3.83 -0.61  0.24
H -26.26 -3.95 -6.12  0.48
N -18.73 -1.50 1.55  -0.07
C -23.80 3.89 1.83  -0.45
H -24.01 -0.64 -1.42  0.25
C -25.23 -2.53 -3.27  -0.33
C -26.14 3.61 -1.41  -0.95
H -18.86 -1.07 -0.56  0.72
N -21.81 1.75 -1.67  0.90
H -26.45 3.37 2.92  0.42
C -18.74 2.50 -3.27  0.01
H -22.30 0.81 0.13  0.50
H -19.13 -1.34 3.64  0.40
H -23.44 4.99 -2.37  0.47
C -27.60 1.02 -8.14  -0.54
N -24.09 -2.61 -4.01  0.28
H -27.02 2.40 1.58  0.35
H -24.09 4.69 1.16  0.16
C -26.61 4.87 -1.55  -0.54
C -25.77 -3.45 -5.30  -0.65
H -26.87 -0.93 -7.35  0.43
N -24.81 3.54 -1.71  0.56
C -24.46 4.82 -2.06  -0.46
C -20.39 -3.40 -3.27  -0.87
H -23.79 0.26 -3.86  0.60
N -27.72 2.21 -7.58  0.04
H -24.45 2.04 2.47  0.55
H -21.70 2.26 -3.70  0.50
H -19.93 1.07 3.03  0.39
H -18.46 5.57 -2.09  0.44
H -26.13 0.56 -5.22  0.46
C -25.57 5.64 -1.94  -0.76
H -28.16 3.01 -8.01  0.19
C -19.01 -0.69 0.44  -1.01
H -23.89 4.38 2.80  0.46
H -23.16 -2.39 -3.68  0.24
C -26.67 0.87 -6.10  -0.02
C -18.97 3.83 -3.50  -0.71
H -20.15 -3.33 -5.47  0.46
H -19.04 1.72 -3.95  0.54
H -23.60 -3.74 -5.81  0.41
C -22.53 0.91 -0.92  -1.45
C -27.14 2.19 -6.33  -0.73
H -18.53 -2.49 1.52  0.22
C -19.44 0.41 2.33  -1.05
H -27.64 5.20 -1.53  0.47
C -23.23 0.65 -3.02  -0.13
H -25.26 -2.06 -2.30  0.31
H -17.77 1.57 -1.43  0.53
H -27.14 3.13 -5.80  0.42
H -24.20 2.73 -1.70  0.31
H -20.17 -0.65 -5.08  0.39
C -20.26 -1.47 -4.39  -0.34